{"formula": "C22H25Br54O2", "method": "ωB97M-V with the def2-TZVPD basis set", "symbols": ["C", "C", "O", "C", "C", "O", "H", "H", "H", "H", "H", "H", "H", "C", "Br", "Br", "Br", "H", "C", "Br", "Br", "Br", "H", "C", "Br", "Br", "Br", "H", "C", "Br", "Br", "Br", "H", "C", "Br", "Br", "Br", "H", "C", "Br", "Br", "Br", "H", "C", "Br", "Br", "Br", "H", "C", "Br", "Br", "Br", "H", "C", "Br", "Br", "Br", "H", "C", "Br", "Br", "Br", "H", "C", "Br", "Br", "Br", "H", "C", "Br", "Br", "Br", "H", "C", "Br", "Br", "Br", "H", "C", "Br", "Br", "Br", "H", "C", "Br", "Br", "Br", "H", "C", "Br", "Br", "Br", "H", "C", "Br", "Br", "Br", "H", "C", "Br", "Br", "Br", "H"], "coordinates": [[0.72543, -3.69935, 0.35575], [2.10218, -3.24554, 0.32867], [2.44622, -1.92978, -0.53583], [2.56791, -2.09989, -1.83741], [1.40001, -1.42539, -2.60393], [3.51818, -2.62890, -2.37864], [0.52091, -4.51173, -0.34295], [-0.01806, -2.90296, 0.28120], [2.76514, -4.06049, 0.02942], [2.41047, -2.92530, 1.32091], [1.26577, -0.50215, -2.04468], [1.65981, -1.19213, -3.63022], [0.46809, -1.96407, -2.50168], [3.57563, -0.33407, 3.60032], [3.81746, -2.22794, 3.77651], [3.74172, 0.22997, 1.77883], [1.91399, 0.23342, 4.39738], [4.36922, 0.14207, 4.15482], [5.59372, -5.79918, 5.21872], [5.91585, -4.10470, 6.07727], [4.15016, -5.70232, 3.95668], [7.19915, -6.49688, 4.41902], [5.29753, -6.49182, 5.99195], [-1.22829, 0.12955, -5.26614], [-0.13310, 1.70543, -5.14260], [-0.28120, -1.36008, -6.02467], [-2.00829, -0.30653, -3.56868], [-2.03898, 0.36085, -5.94135], [-1.11825, 2.55448, -0.22564], [-1.21571, 3.54536, -1.87382], [-2.87067, 2.04397, 0.38718], [0.04779, 1.04382, -0.35819], [-0.70213, 3.21834, 0.51759], [8.40000, -2.82593, 8.89002], [9.26164, -2.73907, 10.60700], [7.25562, -1.31139, 8.59358], [9.66842, -3.03574, 7.46351], [7.77086, -3.70457, 8.89055], [-5.47480, 0.47103, 3.49427], [-5.81882, 0.64741, 1.60972], [-6.58072, -0.87893, 4.30085], [-3.61457, 0.17583, 3.85139], [-5.74903, 1.41625, 3.93983], [-1.02075, -3.35574, -9.80384], [0.49021, -4.02561, -8.82687], [-2.67447, -4.10536, -9.16336], [-1.06083, -1.43499, -9.78605], [-0.90595, -3.66750, -10.83095], [7.66370, 1.16346, 5.26724], [8.90287, 2.55513, 5.74268], [5.93035, 1.47193, 6.04261], [7.55512, 0.91098, 3.36878], [8.04031, 0.24301, 5.69159], [-6.20723, -1.55098, -4.03609], [-5.31439, -1.41368, -2.34289], [-7.36029, -0.04295, -4.36106], [-4.97774, -1.82984, -5.48798], [-6.83154, -2.43030, -3.99085], [-8.34686, -5.07042, -5.60972], [-7.48772, -4.97986, -3.89384], [-9.47729, -3.54172, -5.90041], [-7.07096, -5.28875, -7.02720], [-8.97899, -5.94567, -5.60678], [0.83661, 6.39257, -4.06224], [2.11616, 5.07135, -3.51351], [-0.65868, 5.55560, -4.93115], [0.29031, 7.52434, -2.60650], [1.31484, 7.02730, -4.79306], [-1.24258, 3.10096, -9.15398], [-0.59899, 1.92384, -10.53106], [-2.59545, 2.25324, -8.08400], [0.19557, 3.79545, -8.08849], [-1.71242, 3.94147, -9.64493], [-6.23750, 3.50376, 6.70148], [-6.62270, 3.64510, 4.82309], [-7.26958, 2.11546, 7.53283], [-4.35495, 3.28221, 7.01170], [-6.52861, 4.43811, 7.15755], [1.15849, -5.76167, -4.08177], [1.55348, -4.07474, -3.24558], [-0.34268, -5.65420, -5.31130], [2.71053, -6.51760, -4.95223], [0.86503, -6.45745, -3.30863], [-0.79878, 2.99351, 9.54505], [-0.08950, 1.80177, 8.22298], [-2.10209, 2.12901, 10.66725], [0.58844, 3.81193, 10.59398], [-1.30918, 3.78601, 9.01766], [-5.22628, 5.77355, -7.74871], [-5.25364, 7.64179, -8.20526], [-5.08074, 4.66836, -9.31669], [-3.86417, 5.38481, -6.45159], [-6.17594, 5.54412, -7.28884], [5.96096, 3.44863, -4.69020], [7.45456, 2.32505, -5.13776], [4.46581, 3.13424, -5.85525], [5.47603, 3.27353, -2.83784], [6.27481, 4.47043, -4.84143], [-1.09937, 1.92521, 14.71936], [-0.08831, 3.55553, 14.82766], [-0.03590, 0.47542, 14.05061], [-1.92263, 1.48817, 16.40177], [-1.89479, 2.09175, 14.00748]], "atomic_forces_ev_per_a": [[0.4, 0.1, -0.8], [-0.9, -1.6, 1.7], [0.0, 0.1, -0.6], [0.0, 1.4, 0.5], [1.0, 0.8, 0.9], [0.3, 0.3, 0.1], [-0.2, 0.2, -0.2], [-0.2, -0.1, 0.5], [0.3, 0.3, -0.3], [0.4, 0.9, -0.4], [-0.1, 0.2, -0.3], [-0.1, -0.2, -0.2], [-0.1, -0.1, 0.1], [0.1, 0.0, -0.1], [0.0, 0.1, 0.0], [-0.1, 0.0, -0.1], [0.0, 0.1, 0.0], [0.0, 0.0, 0.1], [-0.1, -0.1, 0.0], [0.1, 0.0, 0.1], [0.0, 0.0, 0.0], [0.0, 0.0, 0.0], [0.0, 0.0, 0.0], [0.0, -0.1, 0.0], [0.1, -0.1, 0.1], [0.0, 0.0, 0.0], [0.0, 0.0, 0.0], [0.0, 0.0, 0.0], [0.1, 0.0, 0.1], [0.0, 0.0, -0.1], [0.0, 0.0, 0.0], [0.0, 0.0, 0.1], [0.0, 0.0, 0.0], [0.0, -0.1, 0.0], [0.0, 0.0, 0.0], [0.0, 0.1, -0.1], [0.0, 0.0, 0.0], [0.0, 0.0, 0.0], [0.1, 0.1, 0.0], [-0.1, -0.1, 0.0], [0.0, 0.0, 0.0], [0.0, 0.0, 0.0], [0.0, -0.1, 0.0], [0.1, 0.0, 0.0], [0.0, 0.0, 0.0], [0.0, 0.0, 0.0], [-0.1, 0.0, -0.1], [0.0, 0.0, 0.0], [0.1, -0.1, 0.0], [0.0, 0.0, 0.0], [0.0, 0.0, 0.1], [-0.1, 0.0, 0.0], [0.0, 0.0, 0.0], [0.1, 0.0, 0.0], [0.0, 0.0, 0.1], [0.0, 0.0, 0.0], [0.0, 0.0, 0.0], [-0.1, 0.1, 0.0], [0.0, 0.0, 0.0], [0.0, -0.1, 0.1], [0.0, 0.0, 0.0], [0.0, 0.0, 0.0], [0.0, 0.0, 0.0], [0.1, -0.1, 0.1], [0.1, 0.0, 0.0], [-0.1, 0.1, 0.0], [0.0, 0.0, 0.0], [0.0, 0.0, 0.0], [0.0, 0.1, 0.0], [0.0, 0.0, -0.1], [0.1, -0.2, 0.0], [0.0, 0.1, -0.2], [0.0, 0.0, 0.0], [0.0, 0.0, 0.1], [-0.1, 0.2, 0.0], [0.0, 0.0, 0.0], [0.1, -0.1, 0.0], [0.0, 0.0, 0.0], [-0.3, 0.3, 0.3], [-0.5, -2.5, -1.4], [0.1, 0.0, 0.0], [0.0, 0.0, -0.1], [0.0, 0.0, 0.0], [0.0, 0.1, 0.0], [0.0, -0.1, 0.0], [-0.1, 0.0, 0.0], [0.0, 0.0, 0.0], [0.0, 0.0, 0.0], [0.0, 0.0, 0.0], [0.0, 0.0, 0.0], [0.0, 0.1, 0.0], [-0.1, 0.1, 0.0], [0.0, 0.0, 0.0], [0.0, 0.1, 0.0], [0.0, 0.0, 0.0], [0.0, -0.1, 0.0], [-0.1, 0.0, 0.0], [0.0, 0.0, 0.0], [0.0, 0.0, -0.1], [0.0, 0.0, 0.0], [0.0, 0.0, 0.0], [0.0, 0.0, 0.0], [0.0, 0.0, 0.0]], "mulliken_charge": [-0.949, 0.320, -0.305, 0.435, -0.742, -0.603, 0.093, 0.143, 0.299, -0.316, -0.078, 0.332, 0.475, 0.414, 0.067, 0.033, 0.033, -0.524, -0.335, 0.025, -0.054, -0.034, 0.348, -0.265, 0.220, 0.162, 0.093, 0.023, -0.474, 0.049, 0.061, 0.122, 0.356, -0.278, -0.051, -0.001, -0.012, 0.313, 0.574, -0.047, -0.049, 0.008, -0.500, -0.392, -0.015, -0.025, 0.057, 0.330, -0.155, -0.040, -0.085, -0.003, 0.219, 0.182, 0.004, -0.032, 0.076, -0.243, -0.341, -0.018, -0.010, 0.018, 0.332, -0.414, 0.058, -0.041, -0.031, 0.363, -0.246, -0.071, -0.020, 0.000, 0.302, -0.414, -0.065, 0.012, 0.067, 0.362, -0.433, 0.220, -0.111, -0.093, 0.365, -0.292, 0.039, 0.008, -0.031, 0.285, -0.307, -0.033, -0.055, 0.061, 0.325, -0.325, -0.046, 0.024, -0.027, 0.344, -0.186, -0.008, 0.009, -0.031, 0.195], "orbital_gap_ev": 3.21, "largest_force_ha_per_bohr": 0.056, "e_tot_ev": -3809601.2740, "total_charge": -1}

{"formula": "C22H25ClFeN2OS", "method": "ωB97M-V with the def2-TZVPD basis set", "symbols": ["Fe", "C", "C", "C", "C", "N", "C", "S", "N", "C", "H", "H", "H", "H", "H", "H", "H", "H", "C", "C", "C", "O", "H", "H", "H", "H", "H", "H", "C", "C", "C", "C", "C", "C", "H", "H", "H", "H", "H", "Cl", "C", "C", "C", "C", "C", "C", "C", "H", "H", "H", "H", "H", "H"], "coordinates": [[-0.94135, -0.48634, 0.31792], [1.59362, 5.23418, 3.34996], [1.45664, 4.16149, 2.31025], [2.04181, 4.20167, 1.07808], [1.66238, 3.23827, 0.09104], [0.69689, 2.31394, 0.35230], [0.23707, 2.15834, 1.62259], [-0.50978, 0.76045, 2.15521], [0.61025, 3.13225, 2.53758], [2.22062, 3.36909, -1.29582], [1.36078, 4.91901, 4.36065], [0.80957, 5.95444, 2.91489], [2.59882, 5.70671, 3.46334], [2.77488, 5.02875, 0.91716], [0.18485, 2.97363, 3.44182], [3.18538, 3.79653, -1.22785], [1.55350, 4.01014, -1.82437], [2.23259, 2.40650, -1.81276], [2.50278, -1.93454, -1.93059], [1.41267, -2.08534, -0.88202], [1.05781, -3.43453, -0.43200], [0.86340, -1.10176, -0.44657], [2.22781, -2.50832, -2.84850], [3.40240, -2.36494, -1.38770], [2.72368, -0.94326, -2.22555], [1.02218, -3.53363, 0.61597], [1.76292, -4.18606, -0.70744], [0.12276, -3.77548, -0.95612], [-2.95196, -3.61158, 3.43485], [-3.64785, -3.21665, 2.32070], [-3.02568, -2.39823, 1.41607], [-1.68761, -1.93324, 1.48772], [-1.04815, -2.33512, 2.65989], [-1.64000, -3.20529, 3.63895], [-3.36332, -4.30429, 4.14343], [-4.64840, -3.54653, 2.14656], [-3.58866, -2.11933, 0.52805], [0.04432, -2.17870, 2.70796], [-1.08064, -3.40686, 4.56948], [1.13565, -1.34715, -5.60035], [0.15042, -0.81887, -4.24332], [0.24552, 0.41586, -3.64474], [-0.63123, 0.81965, -2.62936], [-1.56445, -0.09890, -2.13780], [-2.36145, 0.23673, -0.97579], [-1.72448, -1.35344, -2.79439], [-0.85256, -1.71471, -3.80235], [1.11961, 1.00375, -3.98496], [-0.45722, 1.71143, -2.07176], [-3.31967, -0.30892, -0.92670], [-2.44224, 1.29591, -0.80986], [-2.57818, -1.99064, -2.58190], [-0.94871, -2.60608, -4.40187]], "atomic_forces_ev_per_a": [[-0.2, -0.7, -0.6], [-0.5, 0.9, -0.8], [0.3, -0.5, 0.1], [0.8, 0.3, -0.5], [-1.3, 0.2, 1.1], [1.0, 0.4, 0.1], [2.3, 1.6, -1.3], [-0.4, 0.5, 1.2], [-1.0, -1.0, 0.2], [-0.8, -1.4, 0.9], [-0.6, -0.2, 0.0], [1.2, -0.4, 1.3], [-0.8, -0.3, -0.8], [-0.7, -1.0, -0.3], [0.2, 0.4, 0.3], [1.0, 0.5, -0.2], [-0.4, 0.7, -0.6], [0.1, 0.1, 0.2], [0.3, -1.9, 1.0], [1.1, -0.1, -1.6], [-0.8, -1.3, -1.4], [-0.8, 1.4, 0.5], [0.4, 0.1, 0.8], [-0.7, 0.2, -1.1], [-0.1, 1.1, 0.0], [-0.8, 0.3, 1.4], [0.9, -0.3, -0.6], [0.5, 0.6, 0.8], [1.0, -0.5, 1.0], [0.3, 0.1, -0.1], [0.2, 1.0, -1.7], [-1.3, -1.0, 1.1], [1.0, -1.5, 0.5], [0.6, 1.7, -0.8], [-0.4, -0.1, 0.3], [-0.5, -0.2, -0.1], [-0.2, 0.0, 0.1], [-0.5, 0.3, 0.5], [-0.4, -0.2, -0.7], [-0.1, 0.5, 0.7], [-1.1, -1.1, 0.3], [1.3, 0.8, -0.4], [1.1, -1.6, -0.4], [-0.5, -0.2, -0.4], [-0.6, -0.4, -0.3], [0.5, 0.2, -0.3], [0.3, 0.7, -0.7], [-0.9, 0.2, 0.3], [0.0, 0.7, 0.0], [0.5, 0.3, 0.3], [-0.2, 0.4, 0.2], [0.2, 0.0, 0.3], [-0.3, -0.3, 0.3]], "mulliken_charge": [0.152, -1.278, 0.583, -0.896, 1.066, -0.002, -0.054, -0.569, 0.029, -1.226, 0.372, 0.300, 0.361, 0.361, 0.316, 0.523, 0.305, 0.118, -1.306, 0.921, -1.198, -0.305, 0.302, 0.445, 0.215, 0.295, 0.472, 0.257, -0.179, -0.863, 0.109, 0.330, 0.356, -0.948, 0.387, 0.443, 0.164, 0.274, 0.355, -0.178, -0.057, -0.403, -0.383, 0.911, -1.276, -0.699, -0.502, 0.386, 0.372, 0.505, 0.416, 0.416, 0.504], "orbital_gap_ev": [6.83, 7.26], "largest_force_ha_per_bohr": 0.060, "multiplicity": 6, "e_tot_ev": -85984.7345, "de_lowest_ev": 0.000, "total_charge": 1}

Number 1 is which compound? C22H25Br54O2

Number 1 is which compound? C22H25Br54O2